Entry 1:
Computed, not measured: 2 unconnected molecules or ions with the total composition C3H7NO2 in a non-equilibrium geometry, with wB97M-V/def2-TZVPD.

Element x y z (Å)
C (3.00115, 0.06143, 1.01379)
C (-1.59659, -0.65038, 0.23572)
C (-0.15298, 0.80630, -1.37711)
N (-0.38445, 0.25030, 0.00995)
O (3.13918, 1.19864, 0.91472)
O (2.67582, -1.04921, 1.06075)
H (-1.43427, -1.58958, -0.21751)
H (-1.75713, -0.94490, 1.27246)
H (-2.45599, 0.00422, -0.20681)
H (0.11669, -0.06024, -2.06519)
H (-1.25118, 1.14245, -1.55631)
H (-0.38697, 1.04457, 0.61008)
H (0.48672, -0.21361, 0.30545)

Properties
**LUMO**: 0.1988 eV
**HOMO energy**: -6.607 eV
**Energy**: -8806.760 eV

Entry 2:
Computed, not measured: C3H7NO2 in the gas phase in a non-equilibrium geometry, with wB97M-V/def2-TZVPD.

Element x y z (Å)
N (-1.00411, -1.32755, 0.20367)
C (-0.21583, -0.79675, 1.17808)
O (-0.30414, -1.15927, 2.33182)
C (0.53184, 0.53424, 0.74924)
C (0.79211, 0.71527, -0.77349)
O (-0.48444, 0.91931, -1.49199)
H (-1.28294, -0.72559, -0.65377)
H (-1.76143, -1.88747, 0.66392)
H (1.56784, 0.52235, 1.18035)
H (-0.08385, 1.30198, 1.25741)
H (1.21220, -0.20569, -1.24526)
H (1.38476, 1.51887, -0.91888)
H (-0.35199, 0.59029, -2.48109)

Properties
**LUMO**: 0.5485 eV
**HOMO energy**: -9.604 eV
**Energy**: -8809.169 eV
**SMILES**: NC(=O)CCO

Entry 3:
Computed, not measured: C3H7NO2 in the gas phase, with wB97M-V/def2-TZVPD.

Element x y z (Å)
C (-0.91497, -0.53382, -1.32752)
C (0.04722, -0.35085, -0.18637)
C (-0.47839, 0.17550, 1.12361)
O (-0.50551, 1.58105, 0.89515)
N (1.29764, -0.37131, -0.45072)
O (2.06446, -0.09722, 0.68853)
H (-0.60129, 0.04396, -2.20105)
H (-0.96309, -1.58642, -1.61604)
H (-1.91765, -0.20378, -1.04068)
H (0.16279, -0.08839, 1.97077)
H (-1.49902, -0.15904, 1.33646)
H (0.34120, 1.74826, 0.45363)
H (2.96662, -0.15794, 0.35422)

Properties
**LUMO**: 0.9067 eV
**HOMO energy**: -9.728 eV
**Energy**: -8807.515 eV
**SMILES**: C/C(CO)=N/O

Entry 4:
Computed, not measured: 2 unconnected molecules or ions with the total composition C3H7NO2, with wB97M-V/def2-TZVPD.

Element x y z (Å)
N (2.78117, 0.35868, 0.20426)
C (1.45166, 0.25032, -0.10197)
O (0.86963, 1.03532, -0.82468)
O (0.84296, -0.80512, 0.47338)
H (3.17430, -0.14953, 0.98032)
H (3.15464, 1.28300, 0.05070)
H (-0.11403, -0.59094, 0.40631)
C (-2.19007, 0.19510, -0.27634)
C (-1.72260, -0.71302, -1.12954)
H (-1.77984, 1.20195, -0.23618)
H (-3.02486, -0.04988, 0.37539)
H (-2.11870, -1.72438, -1.12820)
H (-0.93909, -0.48076, -1.84642)

Properties
**LUMO**: 0.8808 eV
**HOMO energy**: -10.247 eV
**Energy**: -8809.641 eV
**SMILES**: NC(=O)O.C=C

Entry 5:
Computed, not measured: C3H7NO2 in the gas phase, with wB97M-V/def2-TZVPD.

Element x y z (Å)
C (0.54467, -1.81068, 1.10539)
N (0.34999, -0.37410, 1.26676)
C (0.36807, 0.35089, 0.08391)
O (1.33556, 0.43936, -0.63442)
O (-0.82134, 0.91605, -0.21882)
C (-0.79532, 1.65089, -1.44857)
H (0.35195, -2.30175, 2.06097)
H (1.57138, -2.01595, 0.80029)
H (-0.13685, -2.24918, 0.35979)
H (-0.38523, -0.13411, 1.90748)
H (-0.00966, 2.40744, -1.41992)
H (-1.77260, 2.12165, -1.55423)
H (-0.60062, 0.99948, -2.30863)

Properties
**LUMO**: 0.9049 eV
**HOMO energy**: -9.806 eV
**Energy**: -8809.615 eV
**SMILES**: CNC(=O)OC

Entry 6:
Computed, not measured: C3H7NO2 in the gas phase in a non-equilibrium geometry, with wB97M-V/def2-TZVPD.

Element x y z (Å)
C (-0.54903, -1.87719, 1.45921)
O (-0.10243, -1.77527, 0.13077)
C (-0.05337, -0.40732, -0.52092)
N (0.24581, 0.49332, 0.25773)
C (0.21670, 1.85013, -0.66051)
O (0.78356, 1.80159, -1.92024)
H (-0.84732, -2.91594, 1.62810)
H (0.24682, -1.59467, 2.15684)
H (-1.41270, -1.22922, 1.65432)
H (-0.16254, -0.61471, -1.58356)
H (-0.81557, 2.18932, -0.76811)
H (0.73933, 2.53590, 0.01496)
H (1.71076, 1.54408, -1.84859)

Properties
**LUMO**: 0.8084 eV
**HOMO energy**: -9.876 eV
**Energy**: -8807.488 eV
**SMILES**: CO/C=N/CO

Entry 7:
Computed, not measured: C3H7NO2 in the gas phase in a non-equilibrium geometry, with wB97M-V/def2-TZVPD.

Element x y z (Å)
C (-1.31136, 0.18067, 1.32573)
C (-0.04350, 0.78685, 0.69541)
O (0.09097, 1.97873, 0.72578)
N (0.84910, -0.08218, 0.12852)
C (0.61028, -0.79227, -1.10337)
O (1.24130, -0.12578, -2.17825)
H (-2.08314, 0.16197, 0.55291)
H (-1.60909, 0.79696, 2.16548)
H (-1.11715, -0.85274, 1.60183)
H (1.80697, -0.08225, 0.41468)
H (-0.46144, -0.95280, -1.23595)
H (1.03590, -1.79273, -1.04933)
H (0.99117, 0.77556, -2.04344)

Properties
**LUMO**: 0.8347 eV
**HOMO energy**: -9.802 eV
**Energy**: -8809.063 eV
**SMILES**: CC(=O)NCO

Entry 8:
Computed, not measured: C3H7NO2 in the gas phase in a non-equilibrium geometry, with wB97M-V/def2-TZVPD.

Element x y z (Å)
N (-0.81624, -0.16111, -1.75146)
C (-1.15742, -0.67172, -0.46479)
O (-2.29543, -0.76544, -0.08033)
C (0.16583, -0.85445, 0.34968)
C (0.54356, 0.46632, 1.03855)
O (0.91552, 1.39187, 0.01766)
H (-0.35170, 0.70070, -1.41768)
H (-0.09140, -0.83517, -2.09262)
H (0.98664, -1.04246, -0.35609)
H (0.18413, -1.68013, 1.06171)
H (-0.32495, 0.81594, 1.60700)
H (1.38501, 0.33976, 1.73802)
H (0.85645, 2.29590, 0.35035)

Properties
**LUMO**: 0.6060 eV
**HOMO energy**: -9.744 eV
**Energy**: -8808.833 eV
**SMILES**: NC(=O)CCO

Entry 9:
Computed, not measured: a molecular structure, C3H7NO2 in a non-equilibrium geometry, with wB97M-V/def2-TZVPD.

Element x y z (Å)
O (3.11076, -0.77256, -0.51701)
C (1.83230, -0.89579, -0.67673)
C (0.87825, -0.19060, 0.20912)
N (-0.53529, -0.31460, -0.21160)
C (-1.49461, 0.34938, 0.56835)
O (-1.59373, 1.79328, 0.41887)
H (1.35058, -1.56308, -1.43555)
H (1.22359, 0.69604, 0.72508)
H (1.42298, -1.20206, 0.58064)
H (-0.65744, -0.28671, -1.13962)
H (-2.45127, 0.00640, 0.30555)
H (-1.45649, 0.23860, 1.64757)
H (-1.62963, 2.14169, -0.47468)

Properties
**Charge**: +1
**LUMO (alpha / beta)**: -5.5193 / -9.2036 eV
**HOMO energy (alpha / beta)**: -15.342 / -15.305 eV
**Energy**: -8797.141 eV
**Spin multiplicity**: 2

Entry 10:
Computed, not measured: a gas-phase ion, C3H7NO2P (charge +1) in a non-equilibrium geometry, with wB97M-V/def2-TZVPD.

Element x y z (Å)
C (0.29344, 0.18899, -0.88060)
C (0.40487, -1.31465, -0.63594)
C (-0.04797, -0.20817, 1.39576)
N (-0.62184, 0.52611, 0.31270)
O (0.12666, -1.25424, 3.96560)
O (0.59972, -1.27807, 0.85017)
P (-0.54043, -0.32300, 3.10010)
H (1.19229, 0.69951, -0.59899)
H (-0.02746, 0.70319, -1.72127)
H (-0.45944, -1.88518, -0.76438)
H (1.32682, -1.89233, -1.09576)
H (-0.02893, 0.91400, 3.10688)
H (-0.64005, 1.52216, 0.41416)
H (-1.54040, 0.28692, -0.02323)

Properties
**Charge**: +1
**LUMO (alpha / beta)**: -5.3108 / -5.3104 eV
**HOMO energy (alpha / beta)**: -13.308 / -13.308 eV
**Energy**: -18087.614 eV

Here are the calculated ΔE to the lowest compared entry with this formula, charge and spin numbers, same order: 86.9 31.4 69.5 20.5 21.1 70.1 33.8 39.1 89.3 76.1 (kcal per mole).
Here are the calculated M numbers, same order: 89.09 89.09 89.09 89.09 89.09 89.09 89.09 89.09 89.09 120.07 (Da).